{
  "formula": "C4H29N2O10",
  "method": "ωB97M-V/def2-TZVPD",
  "charge": 1,
  "gap_ev": 10.2,
  "e_above_lowest_kj_mol": 476.9,
  "homo_energy_ev": -12.8,
  "elements": ["O", "C", "N", "C", "N", "C", "C", "H", "H", "H", "H", "H", "H", "H", "H", "H", "H", "H", "H", "H", "O", "H", "H", "O", "H", "H", "O", "H", "H", "O", "H", "H", "O", "H", "H", "O", "H", "H", "O", "H", "H", "O", "H", "H", "O"],
  "xyz": [[-0.3217, 0.6084, 3.6086], [-0.0256, 1.1029, 2.5392], [0.3506, 2.3874, 2.3396], [-0.1890, 0.2374, 1.2411], [-1.6225, 0.1638, 0.8844], [-2.0862, 1.2567, -0.0808], [-3.1358, 0.7369, -1.0330], [0.5843, 2.6453, 1.3928], [0.0248, 3.1244, 2.9445], [0.3790, 0.5117, 0.3566], [0.1930, -0.7281, 1.5874], [-2.3032, 0.0107, 1.6958], [-1.7056, -0.7007, 0.3115], [-1.2040, 1.6445, -0.5728], [-2.5370, 2.0610, 0.5035], [-3.9584, 0.1900, -0.5486], [-2.8183, -0.0734, -1.6920], [-3.5206, 1.5194, -1.6849], [0.6196, 4.0987, -0.5841], [-0.9185, 4.0917, -0.7806], [-0.1950, 3.6620, -0.3187], [1.7341, -3.6005, -2.0232], [1.6616, -3.0642, -0.4882], [2.0409, -2.9546, -1.3831], [0.6930, -0.1840, -2.7121], [1.1434, -1.6475, -2.2909], [0.4233, -1.1108, -2.6844], [2.8415, -2.4749, -1.7322], [3.9223, -1.9734, -0.8025], [3.6722, -1.9654, -1.7350], [-2.0381, -2.4702, -1.3963], [-0.8571, -1.6202, -1.6625], [-1.4415, -1.8985, -0.9001], [0.6431, -3.9697, 1.5164], [1.8234, -3.1598, 1.8313], [1.1049, -3.1916, 1.1804], [2.9882, -0.1305, -2.1996], [2.8599, 1.1852, -2.8799], [2.3611, 0.6171, -2.2806], [2.8009, 1.8734, 0.7234], [2.5234, 1.6640, -0.7007], [2.0314, 1.8029, 0.1378], [-2.2527, 0.3431, 3.7031], [-3.2480, -0.7518, 3.5067], [-3.0411, 0.1312, 3.1626]]
}